[1]
Molecular formula: C20H23IrN6O2PS
Method: DFT, ωB97M-V with the def2-TZVPD basis set

For the orbital gap (alpha / beta), the calculation gives 7.5 / 4.9 eV. As for the net charge: +2. The multiplicity is 2.

Geometry (Å):
Ir 0.48 0.20 -0.01
O 2.20 -0.31 -0.90
N 2.36 0.05 -2.19
C 3.51 -0.35 -2.79
C 3.76 0.00 -4.08
C 2.81 0.76 -4.78
C 1.66 1.16 -4.15
C 1.43 0.79 -2.82
S 0.01 1.27 -1.93
H 4.16 -0.93 -2.16
H 4.68 -0.33 -4.55
H 2.99 1.04 -5.81
H 0.91 1.75 -4.66
O 1.26 -0.54 1.75
C 0.91 -0.39 2.97
C 1.78 -0.95 3.96
C 1.48 -0.85 5.29
C 0.31 -0.18 5.68
C -0.55 0.38 4.75
C -0.29 0.31 3.39
C -1.20 0.90 2.42
N -1.09 0.93 1.09
C -2.20 1.58 0.60
C -2.98 1.97 1.64
N -2.35 1.54 2.76
H 2.66 -1.45 3.60
H 2.14 -1.27 6.03
H 0.07 -0.09 6.74
H -1.43 0.88 5.12
H -2.35 1.73 -0.46
H -3.91 2.51 1.66
H -2.68 1.69 3.70
C -1.38 -4.54 0.48
N -2.40 -3.53 0.20
C -2.76 -3.59 -1.22
N -1.62 -3.44 -2.11
C -0.61 -4.45 -1.78
N -0.19 -4.41 -0.37
C 0.58 -3.21 -0.07
P -0.49 -1.75 -0.38
C -1.98 -2.19 0.60
C -1.07 -2.09 -2.08
H -1.82 -5.52 0.31
H -1.08 -4.47 1.53
H -3.50 -2.82 -1.44
H -3.22 -4.56 -1.41
H 0.26 -4.33 -2.42
H -1.04 -5.43 -1.97
H 1.47 -3.15 -0.69
H 0.90 -3.22 0.97
H -2.78 -1.47 0.41
H -1.75 -2.17 1.67
H -0.24 -2.00 -2.78
H -1.83 -1.36 -2.37

Here are the Mulliken charges for atoms 1 to 6, given in e: 1.23 -0.62 0.34 -0.30 -0.73 -0.23

[2]
Molecular formula: C25H41BrClNO3S
Method: DFT, ωB97M-V with the def2-TZVPD basis set

For the orbital gap, the calculation gives 6.9 eV. Its SMILES is CC(C)=CCC[C@H](C)CC[C@@H](CCCCS(=O)(=O)Cl)O[C@@H](Br)CNCc1cccc(C)c1.

Geometry (Å):
C 7.15 -3.65 2.07
C 5.52 -4.02 1.97
C 4.86 -4.68 3.35
C 4.73 -3.80 0.73
C 4.81 -2.44 -0.23
C 3.46 -1.51 -0.14
C 3.66 0.01 -0.82
C 4.85 0.76 0.09
C 2.27 0.82 -0.50
C 1.79 1.85 -1.68
C 0.41 2.60 -1.10
C 0.46 4.25 -1.36
C -0.87 4.88 -0.57
C -0.65 4.97 1.06
C -2.02 5.00 1.95
S -3.51 5.75 1.07
O -4.27 4.74 0.14
O -4.53 6.13 2.21
Cl -3.07 7.58 0.11
O -0.82 2.13 -1.75
C -1.11 0.72 -1.46
Br -1.57 0.37 0.49
C -2.53 0.37 -2.28
N -2.51 -0.97 -2.98
C -2.33 -2.13 -2.02
C -3.64 -2.48 -1.10
C -3.51 -3.84 -0.14
C -4.72 -4.37 0.84
C -6.12 -3.48 0.91
C -6.30 -2.12 -0.03
C -7.73 -1.29 0.11
C -5.05 -1.65 -1.04
H 7.80 -4.64 2.22
H 7.42 -3.19 1.01
H 7.38 -2.88 2.93
H 5.67 -4.84 4.20
H 4.36 -5.73 3.14
H 4.02 -3.97 3.76
H 4.01 -4.66 0.37
H 5.78 -1.87 0.12
H 4.93 -2.82 -1.33
H 3.11 -1.40 1.00
H 2.57 -2.10 -0.68
H 3.96 -0.06 -1.94
H 5.90 0.46 -0.34
H 4.62 1.91 -0.01
H 4.70 0.48 1.22
H 2.43 1.48 0.48
H 1.45 0.02 -0.23
H 2.60 2.66 -1.99
H 1.50 1.20 -2.63
H 0.45 2.46 0.06
H 0.40 4.49 -2.51
H 1.44 4.69 -0.85
H -0.96 6.00 -0.96
H -1.88 4.36 -0.88
H 0.01 4.07 1.47
H -0.03 5.96 1.31
H -1.82 5.70 2.89
H -2.34 3.94 2.38
H -0.26 -0.03 -1.74
H -2.60 1.19 -3.15
H -3.44 0.56 -1.58
H -3.40 -1.15 -3.50
H -2.14 -3.09 -2.70
H -1.41 -2.05 -1.31
H -2.51 -4.49 -0.15
H -4.53 -5.37 1.45
H -6.95 -3.90 1.64
H -7.64 -0.28 -0.48
H -7.83 -1.00 1.26
H -8.67 -1.93 -0.16
H -5.22 -0.70 -1.71

Here are the Mulliken charges for atoms 1 to 6, given in e: -0.96 0.42 -0.90 -0.57 -0.28 -0.71

[3]
Molecular formula: C4H6LiO3
Method: DFT, ωB97M-V with the def2-TZVPD basis set

For the orbital gap (alpha / beta), the calculation gives 6.9 / 9.6 eV. As for the net charge: +2. The multiplicity is 2.

Geometry (Å):
C -1.20 0.17 -0.70
C -2.39 0.77 0.09
O -1.51 -0.23 0.58
Li -0.94 -1.31 2.17
H -1.46 -0.53 -1.50
H -3.37 0.35 -0.15
H -2.31 1.73 0.60
C 2.74 -0.52 1.33
O 3.71 -0.28 1.88
O 1.77 -0.77 0.70
C 1.06 0.04 -1.01
H 2.05 -0.19 -1.42
H 0.68 -0.27 -2.00
H 1.16 1.04 -0.58

Here are the Mulliken charges for atoms 1 to 6, given in e: 0.05 -0.30 -0.27 0.97 0.33 0.29

[4]
Molecular formula: C33H30FeN9O3S3
Method: DFT, ωB97M-V with the def2-TZVPD basis set

For the orbital gap (alpha / beta), the calculation gives 6.7 / 6.8 eV. As for the net charge: +2. The multiplicity is 2.

Geometry (Å):
Fe 0.02 -0.02 0.14
S 0.81 1.85 1.04
C -0.20 2.21 2.35
N 0.14 3.07 3.26
C -0.69 3.19 4.48
C -2.13 3.13 4.08
N -2.37 1.87 3.36
C -3.58 1.11 3.74
C -3.42 0.61 5.16
C -2.46 -0.35 5.45
C -2.31 -0.81 6.75
C -3.10 -0.29 7.77
C -4.06 0.67 7.48
C -4.21 1.13 6.18
C -1.49 1.46 2.49
S -1.80 0.13 1.46
C 1.28 4.01 3.15
C 0.75 5.41 3.00
C 0.07 5.78 1.84
C -0.42 7.07 1.70
C -0.23 8.00 2.72
C 0.46 7.64 3.87
C 0.94 6.34 4.01
H -0.46 4.13 4.96
H -0.44 2.37 5.15
H -2.39 3.96 3.43
H -2.77 3.15 4.96
H -3.71 0.28 3.05
H -4.44 1.77 3.66
H -1.84 -0.76 4.66
H -1.57 -1.57 6.98
H -2.98 -0.65 8.78
H -4.69 1.07 8.27
H -4.97 1.87 5.95
H 1.88 3.71 2.29
H 1.89 3.91 4.05
H -0.08 5.06 1.04
H -0.94 7.36 0.80
H -0.60 9.01 2.61
H 0.62 8.36 4.65
H 1.49 6.07 4.91
N -0.76 -3.01 1.05
C -1.00 -2.81 -0.25
N -1.44 -3.82 -0.97
C -1.64 -3.58 -2.27
N -2.08 -4.57 -3.03
N -1.41 -2.39 -2.88
C -0.99 -1.45 -2.10
N -0.79 -1.57 -0.77
C -0.66 -0.12 -2.65
C -0.81 0.18 -3.98
C -0.45 1.44 -4.42
C 0.07 2.35 -3.52
C 0.19 1.98 -2.19
N -0.18 0.77 -1.76
H -0.87 -3.95 1.39
H -0.25 -2.34 1.61
H -2.24 -5.48 -2.63
H -2.22 -4.42 -4.02
H -1.21 -0.58 -4.65
H -0.56 1.71 -5.46
H 0.39 3.33 -3.82
H 0.60 2.65 -1.45
O 1.79 -0.98 2.33
C 2.34 -1.15 1.26
N 1.71 -0.84 0.07
S 2.58 -1.24 -1.30
O 2.88 -0.04 -2.01
O 1.90 -2.30 -1.99
C 3.96 -1.84 -0.36
C 5.14 -2.38 -0.82
C 6.06 -2.80 0.13
C 5.79 -2.68 1.49
C 4.59 -2.14 1.94
C 3.68 -1.72 1.00
H 5.35 -2.47 -1.88
H 7.00 -3.22 -0.20
H 6.53 -3.02 2.21
H 4.37 -2.05 2.99

Here are the Mulliken charges for atoms 1 to 6, given in e: -0.61 -0.08 0.47 0.16 -0.79 -0.72

[5]
Molecular formula: C3H6CuO3
Method: DFT, ωB97M-V with the def2-TZVPD basis set

For the orbital gap (alpha / beta), the calculation gives 7.4 / 6.8 eV. The multiplicity is 2.

Geometry (Å):
O -2.12 0.65 1.05
C -1.86 0.69 2.25
H -2.66 0.61 3.00
H -0.86 1.00 2.60
O -0.26 0.64 -1.76
C 1.07 0.32 -1.44
C 1.17 -1.04 -0.72
O 0.21 -1.16 0.30
Cu -1.15 -0.12 -0.37
H 1.50 1.10 -0.77
H 1.71 0.29 -2.34
H 2.20 -1.15 -0.32
H 1.03 -1.84 -1.48

Here are the Mulliken charges for atoms 1 to 6, given in e: -0.41 0.06 0.27 0.26 -0.68 -0.15

[6]
Molecular formula: C2H8N4
Method: DFT, ωB97M-V with the def2-TZVPD basis set

For the orbital gap, the calculation gives 9.2 eV. Its SMILES is C/C(=N/N)NN.

Geometry (Å):
C -1.59 0.94 0.52
C -0.37 0.33 -0.06
N 0.69 1.08 -0.16
N 1.88 0.61 -0.24
N 0.05 -0.96 0.34
N 0.16 -1.72 -0.76
H -1.52 0.63 1.55
H -2.48 0.55 0.00
H -1.48 2.05 0.22
H 2.60 1.31 0.15
H 1.99 -0.37 0.23
H -0.58 -1.35 0.97
H 1.17 -1.70 -1.33
H -0.53 -1.40 -1.44

Here are the Mulliken charges for atoms 1 to 6, given in e: -0.99 0.47 -0.33 -0.47 -0.21 -0.70

Per-record F_max, eV Å⁻¹: 0.40, 8.97, 4.37, 1.16, 2.72, 6.29
Per-record energy, hartree: -2098.31235, -4689.31932, -388.36933, -4451.96660, -1983.97440, -299.88727